(1)
68
Properties=species:S:1:pos:R:3:forces:R:3 method="wB97M-V/def2-TZVPD" homo_energy_ev=-5.2 homo_lumo_gap_ha=0.2604 total_charge=-1
C -0.9615 -2.8787 5.4634 1.297 -0.303 -0.482
C 0.1198 -2.5019 4.4084 0.682 0.457 -1.164
C -0.2381 -2.5456 3.0011 1.964 0.510 0.617
C 0.7653 -2.2370 2.0215 0.187 0.075 1.044
C 2.1416 -1.8633 2.3397 -1.276 -0.585 0.674
C 3.1133 -1.6016 1.1754 -0.333 -0.404 0.333
Ga 4.1361 0.1845 1.3136 0.269 -1.069 1.059
C 6.0328 -0.2458 1.9628 0.525 0.743 -0.500
C 6.8441 0.9646 2.5649 0.307 -0.553 0.271
C 6.0500 1.8544 3.5993 0.915 -0.062 0.282
C 6.2960 3.3757 3.3981 -1.002 -1.677 1.072
F 5.7443 4.0147 4.5173 0.929 -0.040 -1.104
F 7.6551 3.6095 3.3604 -1.352 0.298 -0.070
C 5.5773 4.0068 2.1535 0.461 1.639 -1.050
F 6.2356 5.2013 1.8744 -0.706 -1.123 0.248
F 4.2828 4.3306 2.3655 1.260 -0.687 0.106
F 5.6514 3.2631 1.0246 -0.038 0.424 1.303
N 4.2883 0.8712 -0.5496 -1.364 0.123 -0.673
C 3.2903 1.4770 -0.7930 0.715 1.365 0.314
S 2.1158 2.6212 -0.9485 0.539 -1.051 -0.273
C 2.4750 -1.7984 3.7455 -1.645 -0.518 -0.260
C 1.4723 -2.1082 4.7566 -0.710 -0.304 -1.322
H -0.5868 -2.5955 6.4739 -0.601 0.020 -0.644
H -1.0514 -3.9976 5.4698 -0.227 0.937 -0.016
H -1.9296 -2.4044 5.1893 0.634 -0.370 0.478
H -1.2660 -2.8215 2.6784 0.873 0.241 0.300
H 0.4881 -2.2945 0.9494 0.195 0.057 0.768
H 3.8696 -2.4336 1.1161 -0.611 0.713 0.108
H 2.5283 -1.6316 0.2238 0.417 -0.023 0.648
H 3.3528 1.2662 2.1938 -0.003 0.002 -0.204
H 6.6049 -0.5830 1.0529 -0.489 0.030 0.851
H 6.0139 -1.0920 2.6919 -0.012 0.562 -0.475
H 7.3052 1.6104 1.7729 -0.650 -0.626 0.521
H 7.7233 0.5239 3.1137 -0.632 0.605 -0.420
H 6.4751 1.6181 4.6127 -0.458 0.498 -0.758
H 4.9613 1.6374 3.6666 0.720 0.287 -0.415
H 3.5023 -1.5287 4.0602 -0.760 -0.143 -0.227
H 1.7127 -2.0687 5.8453 -0.001 0.041 -1.034
O -2.5162 -0.7673 -0.3700 -0.441 0.106 0.104
S -2.3854 0.6008 0.0515 0.923 0.485 -0.110
O -3.1540 1.1202 1.1457 -0.228 -0.376 -0.141
O -2.5989 1.5545 -1.2247 0.249 -0.231 0.210
C -3.7823 1.3786 -2.0073 -0.692 0.090 -0.328
C -4.9887 2.0279 -1.3567 -0.124 -0.077 0.283
C -0.6818 0.9648 0.3206 -0.117 -0.052 -0.024
H -3.9618 0.3180 -2.2018 0.100 -0.005 0.142
H -3.5949 1.8554 -2.9705 0.294 -0.027 0.118
H -5.2642 1.5101 -0.4368 0.013 0.011 -0.045
H -5.8470 2.0026 -2.0308 0.085 -0.020 -0.059
H -4.7726 3.0646 -1.0924 0.023 -0.027 -0.096
H -0.1087 0.6289 -0.5400 -0.027 0.085 0.023
H -0.3635 0.4297 1.2158 -0.107 -0.038 -0.009
H -0.5682 2.0360 0.4667 -0.006 -0.054 -0.048
O -6.2781 -0.8490 -4.1821 -0.003 0.335 -0.277
S -5.2946 -1.0745 -5.2006 0.368 -0.728 -0.052
O -4.5853 0.0071 -5.8153 -0.331 0.125 0.198
O -5.9399 -1.9910 -6.3513 0.256 -0.034 0.378
C -7.1737 -1.5678 -6.9418 -0.589 0.344 -0.461
C -6.9581 -0.4754 -7.9720 0.172 0.245 0.076
C -4.1225 -2.2542 -4.6090 -0.014 -0.113 -0.064
H -7.8809 -1.2511 -6.1715 0.173 -0.021 0.109
H -7.6011 -2.4449 -7.4298 0.241 -0.132 0.177
H -6.6228 0.4487 -7.4992 -0.029 -0.038 -0.015
H -7.8858 -0.2655 -8.5075 -0.002 -0.086 0.033
H -6.1907 -0.7683 -8.6904 -0.085 -0.056 0.003
H -4.6587 -3.1073 -4.1993 -0.008 0.064 -0.016
H -3.5299 -1.7737 -3.8312 -0.078 0.079 -0.031
H -3.4811 -2.5570 -5.4341 -0.038 0.057 0.014

=====

(2)
60
Properties=species:S:1:pos:R:3:forces:R:3 method="wB97M-V/def2-TZVPD" homo_energy_ev="-8.4 / -10.6" homo_lumo_gap_ha="0.1833 / 0.1638" total_charge=+1 multiplicity=5 relative_energy_kcal_mol=0.00
C -4.4642 1.9905 1.8664 0.236 0.417 0.484
O -4.9267 0.7414 1.3307 0.419 -1.842 -0.989
C -4.0467 -0.1616 0.7557 1.350 1.265 1.238
C -2.7719 -0.5291 1.3540 -0.875 1.824 -1.375
C -1.6085 -0.3272 0.3040 -0.007 -1.745 -0.470
C -1.9909 -0.5684 -1.2128 2.025 0.940 -1.962
C -3.3529 -0.7803 -1.5164 -0.558 -1.321 1.073
C -4.3079 -0.6383 -0.6024 -1.905 -0.431 0.475
Fe -4.3072 -2.0026 1.8969 1.128 4.798 -4.733
C -2.8756 -2.9835 2.1223 2.394 -1.910 1.120
O -1.9911 -3.6581 2.3432 -0.149 0.313 -0.288
C -5.2175 -3.3883 1.3405 -4.009 -8.220 -2.337
O -5.6930 -4.4573 1.1354 2.221 5.416 0.981
C -4.7506 -1.9338 3.5493 -0.749 -1.107 5.541
O -4.9475 -2.2907 4.6079 -0.190 0.731 -0.358
H -4.9720 2.1088 2.8367 0.332 0.075 -0.386
H -3.3618 2.0410 2.0008 -0.696 -0.195 -0.138
H -4.7988 2.7882 1.1796 0.210 -0.396 0.293
H -2.4534 -0.0952 2.3364 -0.608 -0.377 -0.794
H -1.3150 0.6925 0.5312 -0.048 0.052 -0.618
H -0.7340 -0.9227 0.5819 -0.061 0.007 -0.156
H -1.4382 -1.1279 -2.0897 0.125 -0.169 2.837
H -3.4700 -1.1256 -2.5144 -1.041 -0.167 -0.650
H -5.3076 -0.9716 -0.8413 -0.377 0.663 -0.081
C 2.0914 0.8724 2.9749 0.070 0.291 0.409
C 1.7343 1.4736 1.6373 0.074 0.225 -0.725
C 0.3107 2.0213 1.7012 -0.399 0.367 0.426
C 2.6667 2.6350 1.2622 -0.053 0.455 0.385
N 1.8348 0.4525 0.5617 0.438 -0.425 0.978
C 2.9174 -0.5723 0.7286 -0.142 0.386 0.481
C 3.2982 -1.0432 -0.6691 0.176 0.040 -0.737
N 2.3879 -0.3326 -1.6209 0.846 -0.655 -0.227
C 2.8325 -0.2512 -3.0503 -0.536 0.620 0.580
C 3.7774 -1.3769 -3.3919 0.226 -0.057 -0.356
C 3.5218 1.1040 -3.2524 0.222 0.136 -0.427
C 1.5929 -0.3199 -3.9414 -0.152 -0.177 -0.465
P 2.1047 1.1823 -0.9350 -1.329 -0.072 -0.784
H -1.9428 0.2884 -1.9181 0.798 1.196 0.988
H 3.1618 0.6637 3.0407 -0.194 -0.076 0.135
H 1.8432 1.6061 3.7492 0.089 -0.197 0.032
H 1.5162 -0.0401 3.1583 0.105 0.060 0.018
H -0.0522 2.4257 0.7404 0.231 -0.278 0.254
H -0.3872 1.2602 2.0826 0.245 0.166 -0.112
H 0.2827 2.8498 2.4279 0.028 -0.194 -0.235
H 2.3459 3.1170 0.3120 0.239 -0.142 0.828
H 2.6360 3.3864 2.0500 0.174 0.134 0.066
H 3.6932 2.2713 1.1358 -0.126 0.180 0.040
H 3.7976 -0.1155 1.2236 -0.351 -0.285 -0.234
H 2.5811 -1.4129 1.3460 -0.038 0.242 -0.026
H 4.3505 -0.7681 -0.8892 -0.453 -0.193 0.211
H 3.2060 -2.1315 -0.7652 -0.020 0.244 -0.062
H 3.3371 -2.3504 -3.1651 0.090 0.034 -0.025
H 3.9781 -1.3234 -4.4658 0.044 -0.154 0.108
H 4.7326 -1.2619 -2.8733 -0.112 -0.172 -0.098
H 2.8234 1.9527 -3.0994 0.443 -0.488 -0.252
H 4.3591 1.2136 -2.5469 -0.165 0.025 -0.257
H 3.9068 1.1592 -4.2713 0.080 0.116 -0.036
H 0.9004 0.5250 -3.7965 0.300 -0.232 0.147
H 1.9186 -0.3004 -4.9931 -0.179 0.026 0.234
H 1.0440 -1.2603 -3.7831 0.162 0.232 0.032

=====

(3)
56
Properties=species:S:1:pos:R:3:forces:R:3 method="wB97M-V/def2-TZVPD" homo_energy_ev=-8.1 homo_lumo_gap_ha=0.3300 total_charge=0 relative_energy_kcal_mol=54.81
C -6.4118 -1.0584 -0.6757 -0.151 -0.207 -0.007
O -5.6398 0.1153 -0.6716 0.329 0.226 0.085
C -4.4067 0.0854 -0.0769 0.153 0.071 0.052
C -3.8779 -1.0402 0.5377 -0.250 -0.113 -0.083
C -2.6226 -0.9800 1.1089 0.042 0.247 -0.021
C -1.8672 0.1809 1.0745 -0.079 -0.042 0.103
C -0.4874 0.1237 1.6859 -0.058 0.043 0.015
N 0.3403 -0.8379 0.9585 -0.101 -0.052 0.190
C 1.5449 -1.2418 1.6656 0.335 0.072 0.164
C 2.6878 -0.2294 1.5654 -0.157 -0.188 0.029
N 2.9842 -0.0043 0.1629 0.004 0.075 0.061
C 4.1604 0.8114 -0.0290 -0.123 -0.094 0.018
C 4.6934 0.8802 -1.4712 -0.132 0.256 -0.146
C 6.1054 0.6001 -0.9386 0.276 -0.016 -0.123
C 5.4920 0.1710 0.4014 0.063 0.081 0.303
C 1.8157 0.5607 -0.4838 -0.258 -0.008 0.060
C 0.6372 -0.4250 -0.4130 0.265 0.054 -0.543
C 0.9044 -1.6404 -1.3118 -0.431 -0.070 0.228
C -0.2714 -2.6207 -1.3176 0.129 0.243 -0.365
O -0.4233 -3.3004 -0.1009 -0.031 -0.357 0.473
C -2.3994 1.3250 0.4688 -0.056 -0.194 0.064
C -1.6040 2.6028 0.4487 -0.079 -0.068 0.005
C -3.6702 1.2800 -0.1043 -0.246 -0.076 -0.109
C -4.2861 2.4841 -0.7622 -0.058 -0.093 -0.004
H -7.3302 -0.8028 -1.2030 0.049 -0.075 0.048
H -6.6588 -1.3835 0.3404 0.027 -0.001 -0.047
H -5.9067 -1.8727 -1.2055 -0.014 0.027 0.043
H -4.4281 -1.9659 0.5800 -0.089 -0.080 -0.015
H -2.2218 -1.8589 1.5903 0.041 -0.129 0.041
H -0.0313 1.1195 1.7353 -0.027 -0.033 0.057
H -0.5781 -0.2491 2.7117 0.076 0.091 -0.039
H 1.2938 -1.4194 2.7139 -0.019 -0.037 -0.038
H 1.8857 -2.1856 1.2322 0.038 0.003 0.089
H 3.5747 -0.6321 2.0572 -0.007 0.013 0.046
H 2.4120 0.7137 2.0761 0.058 -0.016 -0.016
H 4.0333 1.8196 0.4074 0.011 -0.055 -0.028
H 4.3095 0.0575 -2.0698 -0.077 -0.075 -0.027
H 4.5478 1.8187 -2.0018 -0.039 0.000 -0.092
H 6.6779 -0.1569 -1.4695 0.080 0.034 -0.021
H 6.7059 1.5035 -0.8524 0.041 0.018 -0.011
H 5.3995 -0.9094 0.4828 -0.057 -0.090 0.021
H 5.9562 0.5677 1.3017 0.032 -0.061 0.072
H 2.0522 0.7652 -1.5291 -0.040 0.034 -0.021
H 1.5316 1.5211 -0.0095 0.055 -0.008 -0.039
H -0.2604 0.0760 -0.7942 0.078 -0.028 0.009
H 1.8085 -2.1523 -0.9843 0.067 -0.043 -0.084
H 1.0669 -1.2838 -2.3301 0.073 0.034 -0.069
H -0.1134 -3.3896 -2.0795 -0.054 0.124 -0.017
H -1.1956 -2.0725 -1.5644 0.060 -0.042 -0.081
H -0.4032 -2.6118 0.5863 0.043 0.038 -0.110
H -1.4121 2.9428 1.4663 0.088 0.087 0.010
H -0.6459 2.4513 -0.0468 0.116 0.053 0.005
H -2.1282 3.3929 -0.0752 0.007 0.086 -0.027
H -3.6804 2.8211 -1.6026 0.006 0.102 -0.046
H -4.3854 3.3049 -0.0532 -0.003 0.111 -0.018
H -5.2735 2.2295 -1.1326 -0.008 0.127 -0.043